(1)
ORCA calculation (ωB97M-V with the def2-TZVPD basis set) on a structure of composition C49H49BF6IN8O3PSr.

```
119
C49H49BF6IN8O3PSr | OMol25 | ωB97M-V with the def2-TZVPD basis set
Sr -0.02954 -0.76239 -1.33862
C -1.93122 2.83997 3.11348
C -0.81778 1.86608 3.28036
C 0.56921 2.23780 3.58245
C 1.19816 0.93819 3.61902
N 0.28265 -0.00166 3.34876
N -0.94961 0.57382 3.11554
B 0.48943 -1.52467 3.11619
N -0.84075 -2.29205 3.08129
C -1.59047 -2.57205 4.16576
C -2.62632 -3.37958 3.77462
C -2.44346 -3.53937 2.38709
C -3.24597 -4.36658 1.44439
N -1.36984 -2.86998 1.97744
N 1.34804 -1.79972 1.84058
C 2.63882 -2.17744 1.85132
C 3.09415 -2.19950 0.56282
C 2.00870 -1.78035 -0.20855
C 1.97183 -1.87077 -1.71492
N 0.93760 -1.59161 0.56928
N 1.30846 -2.12804 4.27177
C 1.26687 -3.40964 4.69026
C 2.27673 -3.58856 5.60855
C 2.90857 -2.33239 5.68278
C 4.09050 -1.92866 6.50269
N 2.32015 -1.46482 4.87085
H -1.65571 3.80508 3.54060
H -2.83970 2.49612 3.60088
H -2.15497 2.99952 2.05841
H 0.73875 2.93257 4.40640
H 2.21411 0.67395 3.84129
H -1.31998 -2.18372 5.13540
H -3.40785 -3.79127 4.39139
H -3.34180 -5.39213 1.81085
H -2.78410 -4.38217 0.46085
H -4.25073 -3.96034 1.31526
H 3.13923 -2.38501 2.78137
H 4.07995 -2.46388 0.21609
H 2.93653 -2.22816 -2.05295
H 1.74042 -0.98405 -2.29625
H 1.23829 -2.60468 -2.02937
H 0.52857 -4.09431 4.30658
H 2.52054 -4.48833 6.14747
H 4.16344 -2.53310 7.40696
H 4.01086 -0.88134 6.79163
H 5.02168 -2.05197 5.94551
O 1.06933 3.24323 2.37525
C 1.57199 2.62938 1.37055
C 1.89485 3.57198 0.27063
C 2.08951 4.94671 0.43812
C 2.49815 5.72133 -0.63120
C 2.69581 5.13098 -1.87894
C 2.50503 3.77147 -2.05411
C 2.11667 2.98678 -0.97534
P 1.97030 1.17022 -1.05866
C 3.70252 0.79302 -1.37176
C 4.27030 0.16317 -2.47463
C 5.62918 -0.12059 -2.49481
C 6.43649 0.21928 -1.42092
C 5.87668 0.84057 -0.31389
C 4.52009 1.11505 -0.28398
C 1.03684 1.28233 -2.65963
C 1.43209 1.07140 -3.96959
C 0.59628 1.39238 -5.02584
C -0.65080 1.93330 -4.78281
C -1.04009 2.20060 -3.47769
C -0.19520 1.88974 -2.42110
H 1.93391 5.38210 1.41663
H 2.66699 6.78370 -0.50509
H 3.00910 5.73783 -2.71970
H 2.65920 3.32218 -3.02827
H 3.67983 -0.15263 -3.31549
H 6.04588 -0.62704 -3.35641
H 7.49442 -0.01060 -1.43963
H 6.49426 1.10222 0.53640
H 4.08314 1.56767 0.60039
H 2.37361 0.62617 -4.22104
H 0.91807 1.18322 -6.03633
H -1.32192 2.15287 -5.60288
H -1.99830 2.65740 -3.28019
H -0.43755 2.21407 -1.41423
I -2.93280 -1.56581 -2.38408
C -8.33755 2.85781 1.08281
C -6.98072 2.25387 0.85098
C -6.44907 1.33373 1.74148
C -5.21144 0.74174 1.52975
C -4.73819 -0.30036 2.49172
C -4.45365 1.12122 0.40855
C -3.08806 0.55213 0.25240
O -2.17985 1.15121 -0.30138
C -4.99673 2.02924 -0.53154
C -4.33884 2.36999 -1.83602
C -6.24929 2.57462 -0.28232
H -8.65668 2.72723 2.11669
H -9.08634 2.38760 0.44167
H -8.33816 3.92487 0.85655
H -7.01834 1.05384 2.62164
H -5.41674 -0.36458 3.34335
H -3.73018 -0.13086 2.86313
H -4.71722 -1.27835 2.01535
H -2.92734 -0.44974 0.67393
H -3.27396 2.21387 -1.81217
H -4.54864 3.40769 -2.10406
H -4.74318 1.72910 -2.62396
H -6.66537 3.27034 -1.00372
C 0.84482 -4.06454 -4.63149
C 1.16208 -2.62175 -5.07500
O 0.89421 -1.69771 -4.15670
C 2.67621 -2.55048 -5.43692
F 3.11058 -1.29254 -5.66601
F 3.42765 -3.00810 -4.40420
F 3.04562 -3.27954 -6.51486
C 0.34906 -2.35505 -6.37728
F 0.33864 -3.39976 -7.24625
F 0.81784 -1.29677 -7.08233
F -0.92578 -2.09133 -6.08434
H 1.40856 -4.27895 -3.72472
H 1.07874 -4.82111 -5.38209
H -0.21896 -4.10314 -4.39591
```

Computed properties:
net charge	-1
HOMO energy (spin up / spin down)	-4.71 / -5.22	eV
relative energy (zero: lowest compared OMol25 entry of this formula, charge and spin)	6.145	eV
multiplicity	2
orbital gap (spin up / spin down)	0.24634 / 0.26160	hartree

Results of the Mulliken charge analysis, in e, for atoms 1 through 6: atom 1 (Sr): 1.734, atom 2 (C): -1.525, atom 3 (C): 0.216, atom 4 (C): 0.365, atom 5 (C): -1.086, atom 6 (N): 1.135

***

(2)
ORCA calculation (ωB97M-V with the def2-TZVPD basis set) on a structure of composition C49H49BFIrN7O4PS2.

```
115
C49H49BFIrN7O4PS2 | OMol25 | ωB97M-V with the def2-TZVPD basis set
Ir -1.58186 0.64471 0.67299
C 1.03865 3.97511 0.08522
C 0.14032 5.03605 0.14536
C -1.21187 4.77916 0.27882
C -1.66648 3.46552 0.36109
C -0.76265 2.39426 0.32295
C 0.59609 2.66224 0.17352
C -3.06627 3.07612 0.45383
C -4.14164 3.97634 0.61183
C -5.41238 3.50500 0.64251
C -5.65178 2.11987 0.48800
C -6.95465 1.57318 0.45295
C -7.13485 0.24068 0.23023
C -6.01361 -0.59811 0.05658
C -4.74450 -0.10977 0.13610
C -4.54056 1.26545 0.34276
N -3.25968 1.76696 0.35643
H 2.09829 4.17172 -0.02872
H 0.49425 6.05656 0.08655
H -1.91037 5.60597 0.31846
H 1.31096 1.85488 0.11260
H -3.94058 5.03207 0.71855
H -6.25403 4.17696 0.76034
H -7.80042 2.23521 0.59441
H -8.13204 -0.17552 0.17340
H -6.15819 -1.64489 -0.16036
H -3.88961 -0.75898 0.00039
C 4.43002 -0.26885 5.60927
C 3.75009 0.95029 5.00083
N 2.85710 0.60006 3.88839
C 1.53850 0.50059 4.12410
C 0.60232 0.20922 3.17533
C -0.84276 0.13417 3.60947
O -1.07140 0.10287 4.80243
O -1.73642 0.07232 2.67472
C 1.02508 -0.04487 1.85561
O 0.25170 -0.29805 0.89534
C 2.45911 -0.02262 1.60512
C 2.93090 -0.34761 0.33248
C 4.27103 -0.34543 0.09680
F 4.73480 -0.72368 -1.11028
C 5.19159 0.02265 1.08547
C 4.72719 0.34279 2.34137
C 3.35486 0.30245 2.62952
N 6.59897 0.07930 0.83881
C 7.37373 -1.05402 1.35156
C 8.86392 -0.62171 1.38645
N 8.88626 0.84616 1.08484
C 8.47153 1.08164 -0.33526
C 7.06895 0.43552 -0.49973
H 5.12765 0.04338 6.38663
H 4.97642 -0.84129 4.85919
H 3.68929 -0.93006 6.05855
H 4.47721 1.68034 4.64617
H 3.14235 1.44571 5.75384
H 1.20561 0.67158 5.14070
H 2.22635 -0.61883 -0.44407
H 5.45221 0.62005 3.09430
H 7.26215 -1.93957 0.71784
H 7.01532 -1.30392 2.34711
H 9.45355 -1.13236 0.62941
H 9.32056 -0.79110 2.35802
H 9.76789 1.29347 1.32267
H 8.10274 1.22917 1.63105
H 9.20651 0.62769 -0.99477
H 8.45526 2.15535 -0.50754
H 7.13895 -0.43797 -1.15129
H 6.37999 1.13973 -0.95578
S -3.87253 -1.14528 -2.77873
P -2.21264 -0.13920 -3.04903
S -0.89989 -0.18200 -1.45064
C -1.12807 -0.84234 -4.32166
C -0.16851 -0.04903 -4.94841
C 0.75593 -0.63139 -5.80173
C 0.73377 -2.00363 -6.01919
C -0.21286 -2.79511 -5.38443
C -1.14356 -2.21625 -4.53291
C -2.49034 1.57170 -3.58134
C -3.12441 1.78648 -4.80509
C -3.27714 3.07658 -5.28649
C -2.80052 4.15507 -4.54901
C -2.18665 3.94312 -3.32440
C -2.03018 2.65007 -2.83880
H -0.14845 1.01932 -4.76935
H 1.49677 -0.01592 -6.29627
H 1.45742 -2.45637 -6.68525
H -0.22386 -3.86456 -5.55110
H -1.89190 -2.81832 -4.03149
H -3.49049 0.93978 -5.37410
H -3.76129 3.24349 -6.24009
H -2.90790 5.16112 -4.93469
H -1.81494 4.78118 -2.74671
H -1.53883 2.47688 -1.89455
N -1.95551 -3.11261 0.67253
C -2.89341 -3.53953 -0.05583
N -4.12977 -3.80903 0.30362
C -4.96108 -4.58382 -0.63119
C -6.43246 -4.48816 -0.27220
O -6.65844 -4.73982 1.10268
C -5.97277 -3.79831 1.90999
C -4.47514 -3.91860 1.73243
H -4.65955 -5.63418 -0.58037
H -4.78329 -4.21468 -1.64039
H -6.98157 -5.24881 -0.82335
H -6.83802 -3.50724 -0.54164
H -6.23380 -4.01945 2.94326
H -6.30770 -2.78259 1.67411
H -4.14525 -4.89326 2.10502
H -3.95003 -3.13307 2.27313
B 1.96526 -3.65977 0.97581
C 0.47145 -3.30597 0.63208
N -0.66180 -3.18380 0.46833
H 2.11637 -4.81131 0.64254
H 2.02940 -3.50626 2.18330
H 2.75058 -2.94638 0.40011
```

Computed properties:
net charge	+1
HOMO energy (spin up / spin down)	-8.98 / -8.98	eV
relative energy (zero: lowest compared OMol25 entry of this formula, charge and spin)	2.929	eV
multiplicity	2
orbital gap (spin up / spin down)	0.21429 / 0.21440	hartree

Results of the Mulliken charge analysis, in e, for atoms 1 through 6: atom 1 (Ir): 2.161, atom 2 (C): -0.944, atom 3 (C): -1.116, atom 4 (C): -0.236, atom 5 (C): 0.813, atom 6 (C): -0.892

***

(3)
ORCA calculation (ωB97M-V with the def2-TZVPD basis set) on a structure of composition C49H49F6N5S2Y.

```
112
C49H49F6N5S2Y | OMol25 | ωB97M-V with the def2-TZVPD basis set
Y -0.64560 0.57200 0.39479
C -4.66937 0.83812 -4.82078
C -4.64476 1.76906 -3.58688
C -3.24972 1.85312 -2.95065
C -2.25498 2.86586 -2.96704
C -2.30567 4.24745 -3.56711
C -2.49897 5.43311 -2.63066
C -1.16368 2.38687 -2.20174
N -1.40326 1.10616 -1.75353
C -2.74681 0.84194 -2.04142
C -3.44987 -0.32130 -1.66385
C -2.97466 -1.39728 -0.88633
C -3.56270 -2.68542 -0.87265
C -4.95976 -3.04036 -1.21488
C -5.16831 -4.23829 -2.20906
C -2.60028 -3.49625 -0.35668
C -1.48878 -2.69985 0.04598
C -0.38208 -3.14452 0.73281
C 0.82312 -2.39750 1.02375
N 1.05327 -1.08397 0.54491
C 2.40478 -0.79827 0.93042
C 3.03911 0.39294 0.61161
C 2.60611 1.39935 -0.28167
N 1.27446 1.63830 -0.60022
C 1.29333 2.63896 -1.50830
C 0.03652 3.09344 -2.06087
C 2.61241 3.15704 -1.68119
C 3.43514 2.35845 -0.95532
C 4.92856 2.31511 -1.00387
C 5.47998 1.69933 -2.30770
C 2.89158 4.12045 -2.74535
C 2.37642 3.71133 -4.14960
C 2.96345 -1.94778 1.60363
C 2.02960 -2.92815 1.53758
C 2.17641 -4.37834 1.93863
C 2.79165 -5.38275 1.00227
C 4.31746 -2.14305 2.02557
C 5.19979 -2.51527 0.82851
N -1.72562 -1.39823 -0.33403
C -2.71657 -4.96749 -0.17386
C -1.87649 -5.75725 -1.24437
H -5.50675 1.04436 -5.53378
H -4.71798 -0.20400 -4.51950
H -3.73914 0.93504 -5.35534
H -5.34773 1.42637 -2.83509
H -4.88078 2.77509 -3.88569
H -3.12449 4.27022 -4.35042
H -1.37163 4.36975 -4.16363
H -3.55383 5.78035 -2.55555
H -1.99541 6.30218 -2.99953
H -2.06536 5.24997 -1.68899
H -4.51116 -0.38145 -1.99077
H -5.39729 -2.21391 -1.71043
H -5.54738 -3.11522 -0.26198
H -4.23465 -4.47050 -2.73103
H -5.97573 -4.07583 -2.92966
H -5.43744 -5.16219 -1.68553
H -0.45279 -4.14033 1.09984
H 4.02742 0.60632 1.03763
H -0.04957 4.04099 -2.54770
H 5.19016 1.60668 -0.17931
H 5.30827 3.34963 -0.79257
H 5.10978 0.64379 -2.36437
H 6.56475 1.73292 -2.34519
H 5.07871 2.25370 -3.15168
H 3.95707 4.26109 -2.88713
H 2.48625 5.09965 -2.43228
H 2.98502 2.94093 -4.64010
H 2.52435 4.62716 -4.77442
H 1.29336 3.32854 -4.21471
H 1.14688 -4.70735 2.12661
H 2.76193 -4.44575 2.87627
H 2.19446 -5.47241 0.09734
H 2.87005 -6.39969 1.45100
H 3.84158 -5.09005 0.78844
H 4.36583 -2.97171 2.77954
H 4.74876 -1.23941 2.52976
H 4.75208 -3.21782 0.16175
H 6.09232 -2.96315 1.28635
H 5.54013 -1.63084 0.29609
H -3.81247 -5.19933 -0.11337
H -2.30787 -5.23453 0.85671
H -1.88080 -5.21964 -2.20193
H -2.20906 -6.75081 -1.46089
H -0.83110 -5.81027 -0.86517
S -0.86683 5.14814 3.97900
C -0.91290 3.89302 2.83712
N 0.23292 3.25123 2.54209
C 1.24406 3.86948 3.17824
C 2.59188 3.45122 3.27211
C 3.42204 4.10317 4.19124
C 3.08997 5.32217 4.79458
C 1.80558 5.80841 4.67491
C 0.85165 5.03340 4.01170
H -1.85426 3.52910 2.39844
H 2.92000 2.58804 2.70598
H 4.37954 3.60258 4.42028
H 3.85135 5.86658 5.34830
H 1.45347 6.77161 5.11123
F -1.95124 1.99745 1.02130
F -2.68118 -5.27546 4.94035
C -2.25414 -4.01572 4.68312
C -2.72688 -3.34724 3.52967
F -3.59919 -3.95107 2.71271
C -2.36270 -2.03481 3.26778
F -3.05158 -1.40028 2.29625
C -1.32372 -1.40762 3.94883
S -0.65998 0.06677 3.54171
C -0.78533 -2.14370 5.06569
F 0.25838 -1.64876 5.74899
C -1.31357 -3.38259 5.46628
F -0.89130 -3.94066 6.64170
```

Computed properties:
net charge	-1
HOMO energy (spin up / spin down)	-4.13 / -4.13	eV
relative energy (zero: lowest compared OMol25 entry of this formula, charge and spin)	2.851	eV
multiplicity	1
orbital gap (spin up / spin down)	0.19906 / 0.19914	hartree

Results of the Mulliken charge analysis, in e, for atoms 1 through 6: atom 1 (Y): 1.285, atom 2 (C): -1.108, atom 3 (C): -0.920, atom 4 (C): -0.285, atom 5 (C): 0.785, atom 6 (C): -1.018

***

(4)
ORCA calculation (ωB97M-V with the def2-TZVPD basis set) on a structure of composition C49H50BFIN8S2V.

```
113
C49H50BFIN8S2V | OMol25 | ωB97M-V with the def2-TZVPD basis set
V 1.84311 -0.54173 -1.34460
C 4.45481 -1.11570 -3.85978
C 3.00771 -1.10224 -4.22336
C 2.45532 -1.45785 -5.46340
C 1.09072 -1.34606 -5.30712
C 0.01435 -1.62840 -6.30331
N 0.85521 -0.95754 -4.03739
N 2.03609 -0.79966 -3.36887
B -0.49501 -0.44026 -3.48328
N -0.37392 1.04269 -3.06117
N 0.67059 1.50745 -2.31965
C 0.50593 2.82130 -2.23079
C 1.44403 3.73711 -1.51023
C -0.64556 3.22096 -2.92492
C -1.17689 2.05812 -3.43610
C -2.42396 1.88760 -4.23887
N -1.01235 -1.30609 -2.32532
N -0.26745 -1.55121 -1.20997
C -1.02321 -2.31304 -0.42420
C -0.58787 -2.89876 0.87949
C -2.26461 -2.55279 -1.02755
C -2.22086 -1.89593 -2.23479
C -3.27898 -1.84372 -3.28799
H 5.04307 -1.35879 -4.74611
H 4.64954 -1.86036 -3.08638
H 4.78062 -0.15539 -3.46537
H 2.98549 -1.76539 -6.34994
H 0.45713 -2.09250 -7.18410
H -0.50032 -0.71763 -6.61478
H -0.73591 -2.30543 -5.89391
H -1.29136 -0.52011 -4.37362
H 1.91179 3.25760 -0.65358
H 0.89474 4.61155 -1.15703
H 2.23874 4.08449 -2.17469
H -1.04266 4.21875 -3.01922
H -2.85202 2.86835 -4.44457
H -3.16777 1.30165 -3.69678
H -2.23364 1.38439 -5.18734
H 0.32068 -3.49038 0.76465
H -1.38236 -3.54607 1.25435
H -0.39446 -2.13210 1.62791
H -3.07800 -3.13443 -0.63017
H -4.10085 -2.49462 -2.98980
H -2.90694 -2.17590 -4.25755
H -3.67677 -0.83651 -3.41716
S -2.69183 0.86913 0.04710
C -2.60603 1.32508 1.60775
N -3.63860 1.16732 2.48637
C -3.58384 1.83526 3.77675
C -2.24996 1.52803 4.39646
N -1.20699 2.01658 3.51458
C -0.02525 2.55163 4.18854
C -0.28872 3.92967 4.74547
C -0.53887 5.00167 3.88901
C -0.82664 6.25464 4.40486
C -0.86753 6.45682 5.77981
C -0.61354 5.39852 6.63693
C -0.32803 4.14099 6.11832
C -1.32586 1.97010 2.17073
S -0.17541 2.54299 1.14479
C -4.94569 0.74870 2.00710
C -5.12684 -0.74517 1.85665
C -4.55009 -1.63057 2.75792
C -4.79935 -2.99211 2.66700
C -5.63735 -3.48078 1.67516
C -6.20910 -2.60181 0.76602
C -5.94719 -1.24300 0.85286
H -4.38819 1.45557 4.40458
H -3.70486 2.92123 3.67341
H -2.14706 0.44805 4.55493
H -2.15216 2.03155 5.35856
H 0.79281 2.55647 3.47144
H 0.22965 1.86822 5.00190
H -0.49855 4.84201 2.81861
H -1.01621 7.08027 3.73071
H -1.09382 7.43733 6.17901
H -0.63847 5.54748 7.70904
H -0.12312 3.31481 6.79078
H -5.15728 1.23681 1.05230
H -5.66876 1.10466 2.74408
H -3.89534 -1.25239 3.53485
H -4.33654 -3.67241 3.37055
H -5.82408 -4.54408 1.59638
H -6.84935 -2.97753 -0.02212
H -6.38246 -0.55909 0.13327
I 1.73581 -0.16995 1.43256
C 2.73293 -2.01429 1.65694
C 3.12277 -2.34647 2.92300
C 3.70562 -3.60843 3.16619
C 3.83999 -4.49343 2.13900
C 3.43429 -4.15840 0.82111
C 3.55775 -5.10476 -0.22202
C 3.15664 -4.76567 -1.48218
C 2.65654 -3.47597 -1.75745
C 2.51829 -2.47212 -0.81189
C 2.89042 -2.87044 0.52796
H 2.97905 -1.65068 3.73977
H 4.02176 -3.86932 4.16916
H 4.25835 -5.47932 2.31352
H 3.96192 -6.08652 0.00059
H 3.23821 -5.48995 -2.28715
H 2.38022 -3.27292 -2.78946
F 7.46093 2.30440 -0.79776
C 6.26811 1.63465 -0.88566
C 6.16278 0.37408 -0.33982
C 4.94907 -0.30241 -0.44675
C 3.80631 0.22279 -1.07612
C 4.01148 1.51065 -1.61299
C 5.20634 2.22680 -1.53181
H 7.01985 -0.06856 0.15505
H 4.91180 -1.30079 -0.01838
H 3.20271 1.96714 -2.16806
H 5.32061 3.21181 -1.97141
```

Computed properties:
net charge	-1
HOMO energy (spin up / spin down)	-3.00 / -4.42	eV
relative energy (zero: lowest compared OMol25 entry of this formula, charge and spin)	1.002	eV
multiplicity	4
orbital gap (spin up / spin down)	0.16640 / 0.21867	hartree

Results of the Mulliken charge analysis, in e, for atoms 1 through 6: atom 1 (V): 0.022, atom 2 (C): -1.212, atom 3 (C): 0.567, atom 4 (C): -1.688, atom 5 (C): 0.945, atom 6 (C): -1.467

***

Strongest force on any atom: 6.345 2.294 3.267 1.127 (eV/A)
E: -104881.6929 -107413.6092 -98083.0322 -122402.8033 (eV)